Entry from the OMol25 dataset: C22H26Cl3IrNO as an isolated structure in a non-equilibrium geometry (the ωB97M-V functional and the def2-TZVPD basis).

Properties
ΔE to the lowest compared entry with this formula, charge and spin (eV): 0.398
Spin multiplicity: 6
⟨S²⟩: 8.7954
Total charge: -2
Electronic energy (eV): -67175.8510
LUMO level (spin up / spin down) (eV): 4.9 / 4.9
Molar mass (g/mol): 619.032
HOMO energy (spin up / spin down) (eV): 0.828 / -0.818

The geometry in XYZ format:
```
54
Properties=species:S:1:pos:R:3:forces:R:3
C 0.58426 -0.98381 -2.32869 -1.91 -0.69 -1.76
C 0.17670 -0.01520 -3.37847 -0.23 -0.92 0.35
C -1.21421 0.13922 -3.35370 0.37 -1.31 0.57
C 1.07916 0.69343 -4.31513 0.32 0.56 -0.14
C -1.75744 -0.77870 -2.42273 0.59 0.08 -0.91
C -0.69135 -1.50801 -1.78142 1.17 0.47 -1.30
C -0.84338 -2.92417 -1.33539 -0.03 -0.26 0.56
C 1.76341 -1.86546 -2.49584 0.51 -0.27 0.09
C -1.94960 1.19550 -4.07347 -0.02 0.11 0.04
C -3.19141 -0.99426 -2.12657 -0.42 0.12 0.18
Ir 0.35959 0.07696 -0.50708 -1.14 -0.01 1.28
Cl 0.58763 2.14420 -1.59959 -0.54 3.72 -1.91
Cl 2.59439 0.84308 -0.54744 3.92 -0.55 0.20
Cl -1.70827 1.27403 -0.31644 -2.55 0.22 -0.07
H 2.10191 0.29859 -4.30856 -0.20 -0.02 0.06
H 1.14709 1.76223 -4.03455 0.00 -0.41 -0.14
H 0.68959 0.64141 -5.34231 0.05 -0.04 0.07
H -1.45044 2.14893 -3.87765 -0.15 0.12 -0.07
H -2.96268 1.23271 -3.68007 -0.20 0.22 -0.18
H -1.96785 1.00903 -5.15190 -0.12 0.13 -0.08
H -3.62251 -0.03240 -1.81628 -0.11 -0.22 0.05
H -3.31626 -1.71345 -1.29902 -0.04 0.32 -0.34
H -3.75529 -1.35597 -3.00409 0.14 0.02 0.19
H -1.68635 -3.01155 -0.65276 -0.19 -0.14 0.19
H 0.04433 -3.26443 -0.79516 -0.18 0.08 -0.21
H -1.03712 -3.62908 -2.15777 0.03 0.20 -0.17
H 2.68617 -1.30269 -2.59265 0.16 0.19 -0.07
H 1.65238 -2.51428 -3.36801 -0.05 -0.07 -0.21
H 1.87144 -2.48657 -1.61166 0.08 -0.02 0.04
O 1.13046 -1.65784 0.24850 0.23 -2.40 0.92
H 0.41884 -2.00845 0.82686 0.75 0.36 -0.28
C 3.01581 -1.30044 4.51008 -0.08 -0.24 0.64
C 3.47336 -1.14498 3.20480 -0.67 0.17 0.11
C 2.64110 -0.62836 2.22476 -0.13 0.09 -0.20
C 1.30101 -0.27734 2.51926 -0.27 0.46 0.87
C 0.84916 -0.47445 3.87294 0.27 0.33 -0.92
C 1.70433 -0.96276 4.85407 0.11 0.07 -0.63
N 0.44788 0.35415 1.58723 0.28 -0.68 1.45
C -0.34584 1.34239 2.16611 -0.45 0.44 0.58
C -1.72930 1.13441 2.41792 0.71 0.44 0.30
C -2.49016 2.17489 2.93924 0.45 -0.22 -0.03
C -1.86020 3.37765 3.28037 -0.03 0.30 0.23
C -0.48160 3.56720 3.07969 -0.78 0.07 0.12
C 0.26568 2.56911 2.47576 -0.46 -0.33 0.37
H 3.67375 -1.68615 5.28270 0.08 -0.01 -0.02
H 4.48854 -1.41046 2.94555 0.14 0.01 0.01
H 3.02640 -0.42561 1.22325 -0.28 -0.26 0.50
H -0.16735 -0.15915 4.12379 0.35 -0.19 -0.02
H 1.33832 -1.05030 5.87478 0.14 -0.09 -0.07
H -2.17710 0.17514 2.14738 0.23 0.37 0.09
H -3.57023 2.03588 3.04539 0.33 0.18 0.12
H -2.46208 4.17088 3.73428 0.22 -0.13 -0.16
H -0.00377 4.49737 3.40162 -0.20 -0.21 -0.19
H 1.32911 2.70790 2.28805 -0.23 -0.18 -0.11
```
Positions in Å, forces in eV/Å.